{"formula": "C18H25N5O2S", "method": "wB97M-V/def2-TZVPD", "homo_lumo_gap_ev": 9.12, "e_above_lowest_ev": 1.636, "spin_multiplicity": 1, "lumo_ha": 0.0150, "symbols": ["C", "N", "C", "N", "N", "C", "C", "N", "C", "C", "O", "C", "C", "H", "H", "H", "H", "H", "H", "H", "H", "H", "H", "S", "C", "H", "H", "C", "O", "N", "H", "C", "H", "H", "C", "C", "C", "C", "C", "C", "C", "H", "H", "H", "H", "H", "H", "H", "H", "H", "H"], "xyz": [[-2.444, -3.099, 0.241], [-1.743, -1.897, -0.109], [-0.465, -1.585, 0.254], [-0.125, -0.418, -0.234], [-1.176, 0.053, -0.925], [-2.143, -0.817, -0.860], [-3.499, -0.621, -1.452], [-4.369, 0.242, -0.671], [-4.615, -0.245, 0.675], [-5.678, 0.643, 1.325], [-5.261, 1.985, 1.372], [-4.990, 2.462, 0.074], [-3.916, 1.624, -0.620], [-3.773, 1.982, -1.640], [-2.963, 1.722, -0.078], [-4.656, 3.494, 0.191], [-5.910, 2.438, -0.528], [-5.857, 0.339, 2.357], [-6.612, 0.560, 0.749], [-4.985, -1.272, 0.620], [-3.704, -0.219, 1.299], [-3.380, -0.161, -2.436], [-4.002, -1.585, -1.571], [0.513, -2.639, 1.225], [1.971, -1.587, 1.499], [1.610, -0.571, 1.654], [2.435, -1.974, 2.406], [2.992, -1.639, 0.362], [4.075, -2.164, 0.509], [2.559, -1.072, -0.775], [1.661, -0.588, -0.762], [3.441, -0.813, -1.886], [2.972, -1.164, -2.811], [4.358, -1.379, -1.705], [3.753, 0.689, -1.987], [4.340, 1.163, -0.688], [5.697, 1.023, -0.433], [6.224, 1.386, 0.793], [5.397, 1.890, 1.782], [4.042, 2.033, 1.537], [3.517, 1.671, 0.309], [2.458, 1.786, 0.121], [3.392, 2.426, 2.306], [5.807, 2.168, 2.742], [7.281, 1.270, 0.980], [6.345, 0.622, -1.200], [2.829, 1.229, -2.203], [4.453, 0.847, -2.809], [-2.909, -3.000, 1.224], [-3.211, -3.310, -0.502], [-1.733, -3.926, 0.274]]}

---

{"formula": "C18H26AsN2ORh", "method": "wB97M-V/def2-TZVPD", "homo_lumo_gap_ev": [7.62, 6.98], "e_above_lowest_ev": 0.890, "charge": 2, "spin_multiplicity": 5, "lumo_ha": [-0.2162, -0.3122], "symbols": ["Rh", "C", "C", "O", "N", "C", "C", "C", "C", "C", "C", "N", "H", "H", "H", "H", "H", "H", "H", "H", "H", "H", "C", "As", "C", "C", "H", "H", "H", "H", "H", "H", "H", "H", "H", "C", "C", "C", "C", "C", "C", "C", "H", "H", "H", "H", "H", "H", "H"], "xyz": [[-0.619, 0.041, 0.495], [2.011, -1.619, -2.855], [1.225, -0.479, -2.248], [0.295, -0.763, -1.421], [1.541, 0.805, -2.559], [0.633, 1.845, -2.049], [0.992, 2.278, -0.675], [2.215, 2.916, -0.515], [2.590, 3.347, 0.744], [1.736, 3.148, 1.852], [0.545, 2.509, 1.581], [0.231, 1.997, 0.373], [2.454, -2.183, -2.043], [2.679, -1.192, -3.602], [1.221, -2.341, -3.256], [2.244, 0.941, -3.268], [-0.367, 1.465, -2.099], [0.669, 2.701, -2.740], [2.815, 3.031, -1.425], [3.604, 3.714, 0.899], [2.064, 3.387, 2.815], [-0.139, 2.338, 2.434], [-3.395, 0.494, -1.691], [-3.081, -0.262, 0.039], [-4.257, -1.764, -0.072], [-4.044, 0.887, 1.279], [-4.459, 0.727, -1.810], [-3.066, -0.215, -2.453], [-2.847, 1.385, -1.870], [-5.118, -1.404, -0.604], [-4.633, -2.011, 0.934], [-3.835, -2.647, -0.549], [-5.004, 1.026, 0.766], [-3.614, 1.843, 1.402], [-4.191, 0.430, 2.284], [-0.158, -0.860, 2.873], [0.816, -1.443, 1.973], [2.141, -0.844, 1.846], [3.157, -1.507, 1.100], [2.851, -2.795, 0.672], [1.577, -3.329, 0.699], [0.535, -2.688, 1.333], [0.099, 0.033, 3.445], [-1.091, -1.363, 3.082], [2.336, 0.157, 2.320], [4.076, -1.015, 0.856], [3.629, -3.336, 0.149], [1.464, -4.307, 0.257], [-0.524, -3.080, 1.299]]}

---

{"formula": "C18H26F12N2O12", "method": "wB97M-V/def2-TZVPD", "homo_lumo_gap_ev": 11.15, "e_above_lowest_ev": 0.000, "spin_multiplicity": 1, "lumo_ha": 0.0002, "symbols": ["C", "N", "O", "O", "H", "H", "H", "C", "N", "O", "O", "H", "H", "H", "C", "C", "O", "C", "O", "C", "F", "F", "F", "H", "H", "H", "H", "H", "C", "C", "O", "C", "O", "C", "F", "F", "F", "H", "H", "H", "H", "H", "C", "C", "O", "C", "O", "C", "F", "F", "F", "H", "H", "H", "H", "H", "C", "C", "O", "C", "O", "C", "F", "F", "F", "H", "H", "H", "H", "H"], "xyz": [[3.791, -1.235, -0.391], [4.057, -2.667, -0.646], [3.170, -3.457, -0.385], [5.144, -2.983, -1.073], [4.746, -0.780, -0.159], [3.081, -1.150, 0.430], [3.249, -0.770, -1.214], [-0.140, 0.013, -0.700], [0.396, 1.043, -1.603], [1.550, 1.356, -1.381], [-0.319, 1.559, -2.421], [-0.135, 0.326, 0.343], [0.446, -0.894, -0.803], [-1.185, -0.146, -0.958], [0.371, -3.651, 5.287], [0.762, -2.283, 4.701], [-0.354, -1.396, 4.866], [-0.444, -0.381, 4.033], [0.142, -0.248, 3.001], [-1.626, 0.570, 4.369], [-2.464, 0.065, 5.267], [-1.200, 1.767, 4.741], [-2.341, 0.715, 3.230], [1.072, -3.961, 6.062], [0.288, -4.464, 4.567], [-0.610, -3.631, 5.766], [0.986, -2.492, 3.655], [1.624, -1.780, 5.135], [0.114, -5.549, -2.524], [0.983, -4.708, -3.488], [0.158, -3.951, -4.359], [-0.153, -2.692, -3.999], [0.286, -2.154, -3.039], [-1.276, -2.139, -4.916], [-1.752, -3.033, -5.779], [-2.285, -1.707, -4.116], [-0.807, -1.059, -5.587], [0.531, -6.523, -2.279], [-0.895, -5.651, -2.924], [0.048, -4.992, -1.589], [1.664, -5.313, -4.078], [1.534, -4.061, -2.806], [-3.803, 1.731, -2.647], [-4.415, 2.389, -1.432], [-5.803, 2.756, -1.686], [-5.923, 3.975, -2.198], [-5.108, 4.844, -2.232], [-7.376, 4.345, -2.583], [-8.236, 3.357, -2.314], [-7.751, 5.396, -1.880], [-7.465, 4.582, -3.883], [-4.284, 0.786, -2.902], [-2.761, 1.471, -2.450], [-3.804, 2.352, -3.543], [-3.781, 3.182, -1.044], [-4.549, 1.667, -0.629], [1.874, 2.162, 2.937], [2.755, 3.387, 2.798], [4.046, 2.900, 2.391], [4.581, 3.476, 1.316], [4.037, 4.203, 0.561], [6.062, 3.068, 1.129], [6.830, 4.138, 1.385], [6.435, 2.060, 1.920], [6.255, 2.698, -0.148], [1.670, 1.656, 2.002], [0.931, 2.369, 3.456], [2.255, 1.510, 3.733], [2.820, 4.022, 3.680], [2.298, 4.006, 2.026]]}

---

{"formula": "C18H26F24NO6PSSb", "method": "wB97M-V/def2-TZVPD", "homo_lumo_gap_ev": 6.51, "charge": -1, "spin_multiplicity": 1, "lumo_ha": 0.0754, "symbols": ["N", "C", "C", "Sb", "C", "S", "O", "O", "P", "O", "H", "H", "H", "H", "H", "H", "H", "H", "H", "H", "H", "H", "H", "H", "C", "C", "C", "F", "F", "F", "F", "O", "C", "C", "F", "F", "F", "F", "H", "H", "H", "H", "C", "C", "C", "F", "F", "F", "F", "O", "C", "C", "F", "F", "F", "F", "H", "H", "H", "H", "C", "C", "C", "F", "F", "F", "F", "O", "C", "C", "F", "F", "F", "F", "H", "H", "H", "H"], "xyz": [[1.855, -3.588, 0.682], [3.239, -3.933, 1.065], [3.409, -3.947, 2.590], [3.835, -1.973, 3.541], [5.613, -1.619, 2.164], [5.337, -0.353, 0.959], [4.690, -0.869, -0.221], [4.621, 0.742, 1.534], [1.748, -2.278, 4.980], [1.299, -0.962, 5.578], [1.940, -3.205, -0.251], [1.594, -2.794, 1.243], [3.498, -4.904, 0.644], [3.916, -3.192, 0.627], [4.159, -4.668, 2.914], [2.457, -4.311, 2.995], [2.885, -1.114, 2.433], [4.228, -0.478, 4.380], [4.863, -2.836, 4.716], [6.436, -1.245, 2.776], [5.947, -2.550, 1.713], [6.563, 0.123, 0.564], [1.919, -3.188, 6.065], [0.729, -2.755, 4.112], [-3.341, 0.142, 2.062], [-3.146, 1.378, 1.160], [-2.687, 1.100, -0.277], [-1.488, 0.498, -0.315], [-2.557, 2.269, -0.965], [-2.314, 2.249, 1.777], [-4.358, 1.999, 1.081], [-2.291, -0.192, 2.951], [-1.251, -0.975, 2.480], [0.087, -0.226, 2.498], [0.015, 0.886, 1.738], [1.082, -1.005, 1.980], [-1.549, -1.462, 1.259], [-1.180, -2.036, 3.299], [-4.170, 0.396, 2.721], [-3.681, -0.725, 1.496], [-3.413, 0.477, -0.806], [0.363, 0.064, 3.517], [-0.490, 7.358, -1.502], [-1.473, 7.301, -2.688], [-2.799, 8.043, -2.516], [-3.526, 7.548, -1.498], [-3.544, 7.906, -3.643], [-1.691, 6.015, -3.022], [-0.836, 7.875, -3.751], [-0.467, 6.248, -0.625], [-1.374, 6.193, 0.415], [-2.325, 5.007, 0.277], [-3.020, 5.072, -0.877], [-3.222, 5.005, 1.289], [-2.032, 7.367, 0.531], [-0.660, 6.041, 1.543], [0.503, 7.359, -1.948], [-0.559, 8.300, -0.959], [-2.631, 9.111, -2.347], [-1.776, 4.067, 0.294], [-0.132, -2.964, -4.156], [-1.205, -2.332, -3.251], [-1.232, -2.799, -1.797], [-1.487, -4.118, -1.696], [-2.220, -2.150, -1.132], [-2.421, -2.490, -3.826], [-0.960, -0.994, -3.233], [-0.541, -4.040, -4.992], [-0.553, -5.320, -4.482], [-1.964, -5.905, -4.453], [-2.787, -5.153, -3.700], [-1.937, -7.148, -3.919], [0.037, -5.361, -3.279], [0.203, -6.074, -5.310], [0.154, -2.183, -4.858], [0.778, -3.200, -3.607], [-0.286, -2.581, -1.292], [-2.374, -5.962, -5.464]]}